1.
The following is a quantum chemistry calculation of a gas-phase ion, C5H8N5 (charge +1), from OMol25.

Cartesian coordinates (Å):
C: -2.301 0.999 -0.943
C: -1.451 0.206 -0.037
C: -0.683 0.790 0.875
N: 0.031 1.256 1.700
N: -1.581 -1.162 -0.074
C: -0.700 -2.127 0.119
N: 0.581 -2.040 0.006
N: 1.163 -0.880 -0.067
C: 2.389 -0.555 0.031
N: 2.735 0.676 -0.393
H: -3.316 1.082 -0.563
H: -2.562 0.646 -1.903
H: -1.807 1.984 -0.993
H: -0.278 1.522 2.659
H: -0.981 -3.146 0.200
H: 3.092 -1.342 0.457
H: 3.762 0.898 -0.438
H: 1.908 1.192 -0.638

Calculated values
Highest occupied orbital energy (spin up / spin down)   -12.85 / -12.82 eV
Spin multiplicity   1
Molar mass   138.15 g/mol
LUMO energy (spin up / spin down)   -6.219 / -6.162 eV
DFT total energy   -12753.9137 eV
F_max   5.15 eV/Å
Energy above the lowest of the compared OMol25 structures with the same formula, charge and spin   3.7633 eV
Total charge   +1
Orbital gap (spin up / spin down)   0.244 / 0.245 Ha

2.
The following is a quantum chemistry calculation of 2 unconnected molecules or ions with the total composition C5H8N6, from OMol25.

Cartesian coordinates (Å):
C: -1.556 -1.866 0.082
C: -0.407 2.561 -0.160
C: -0.732 -0.790 -0.001
C: -1.586 0.380 -0.028
C: 1.480 -1.132 0.040
N: -2.844 -1.358 0.097
N: -2.886 -0.135 0.031
N: 0.780 2.207 0.080
N: -1.486 1.699 -0.080
N: 2.077 -0.080 0.418
N: 1.761 -2.339 -0.284
H: -1.393 -2.924 0.148
H: -0.715 3.576 -0.424
H: 1.482 2.939 -0.016
H: -2.403 2.162 -0.098
H: 1.558 0.852 0.427
H: 3.074 -0.069 0.634
H: 2.733 -2.653 -0.338
H: 1.062 -3.030 -0.529

Calculated values
Highest occupied orbital energy   -18.44 eV
Spin multiplicity   1
Molar mass   152.16 g/mol
LUMO energy   -11.567 eV
DFT total energy   -14232.2893 eV
F_max   5.48 eV/Å
Energy above the lowest of the compared OMol25 structures with the same formula, charge and spin   4.1128 eV
Total charge   +2
Orbital gap   0.253 Ha

3.
The following is a quantum chemistry calculation of 2 unconnected molecules or ions with the total composition C5H8N6O, from OMol25.

Cartesian coordinates (Å):
C: 2.864 -0.995 -0.094
N: 3.463 -0.161 -0.839
N: 3.378 1.154 -0.313
C: 2.141 1.444 0.252
N: 1.496 0.613 0.957
N: 2.203 -0.622 1.072
H: 2.868 -2.061 -0.376
H: 3.676 1.816 -1.034
H: 1.703 2.412 0.086
H: 1.584 -1.322 1.431
N: -5.339 1.137 -0.234
C: -4.514 0.353 0.017
C: -3.460 -0.617 0.337
C: -2.090 -0.069 0.058
N: -1.321 -0.732 -0.698
O: -0.091 -0.119 -0.837
H: -3.569 -0.887 1.399
H: -3.607 -1.528 -0.263
H: -1.775 0.881 0.507
H: 0.388 -0.696 -1.431

Calculated values
Highest occupied orbital energy   -8.27 eV
Spin multiplicity   1
Molar mass   168.16 g/mol
LUMO energy   0.675 eV
DFT total energy   -16298.4595 eV
F_max   2.22 eV/Å
Energy above the lowest of the compared OMol25 structures with the same formula, charge and spin   4.0257 eV
Total charge   0
Orbital gap   0.329 Ha

4.
The following is a quantum chemistry calculation of a gas-phase ion, C5H8NO (charge +1), from OMol25.

Cartesian coordinates (Å):
C: 1.051 0.077 0.114
C: 0.060 0.678 0.708
C: 0.054 -2.382 -1.065
C: 1.229 -0.303 -1.418
C: -1.095 1.095 1.244
N: -1.372 2.380 1.554
O: 0.182 -1.310 -1.689
H: 1.922 -0.235 0.821
H: 0.444 -2.570 -0.076
H: -0.695 -3.040 -1.501
H: 0.877 0.556 -2.018
H: 2.216 -0.693 -1.619
H: -1.912 0.361 1.456
H: -2.366 2.483 1.897
H: -0.595 2.902 1.592

Calculated values
Highest occupied orbital energy   -11.72 eV
Spin multiplicity   1
Molar mass   98.12 g/mol
LUMO energy   -6.173 eV
DFT total energy   -8840.7665 eV
F_max   6.00 eV/Å
Energy above the lowest of the compared OMol25 structures with the same formula, charge and spin   3.9941 eV
Total charge   +1
Orbital gap   0.204 Ha

5.
The following is a quantum chemistry calculation of a molecular structure, C5H8NO, from OMol25.

Cartesian coordinates (Å):
C: 0.889 -0.379 1.843
C: 0.385 1.039 1.532
C: -0.341 0.248 -1.845
C: -0.055 -0.914 -2.691
C: -0.470 1.238 -1.208
N: -0.225 -0.569 2.463
O: -0.797 0.657 2.410
H: 0.967 1.959 1.944
H: -0.223 -1.741 -1.993
H: -0.811 -1.165 -3.489
H: 1.630 -1.113 1.538
H: 0.898 -1.043 -3.167
H: -1.234 1.905 -0.882
H: 0.024 1.194 0.398
H: -0.637 -1.315 3.149

Calculated values
Highest occupied orbital energy   -13.86 eV
Spin multiplicity   1
Molar mass   98.12 g/mol
LUMO energy   -5.027 eV
DFT total energy   -8838.6259 eV
F_max   4.03 eV/Å
Energy above the lowest of the compared OMol25 structures with the same formula, charge and spin   6.1347 eV
Total charge   +1
Orbital gap   0.324 Ha

6.
The following is a quantum chemistry calculation of 2 unconnected molecules or ions with the total composition C5H8NO, from OMol25.

Cartesian coordinates (Å):
C: -1.760 -0.366 0.411
C: -0.651 0.071 0.581
C: 3.385 0.254 0.028
C: 1.973 0.073 -0.469
C: -3.055 -0.602 -0.088
N: 0.640 0.429 0.999
O: 2.633 -0.993 -0.122
H: 4.173 0.378 -0.713
H: 3.555 0.578 1.042
H: 1.291 0.422 -1.274
H: -3.613 0.283 -0.613
H: -2.974 -1.368 -0.894
H: -3.825 -0.821 0.760
H: 1.173 -0.124 1.702
H: 0.795 1.490 1.079

Calculated values
Highest occupied orbital energy (spin up / spin down)   -9.95 / -14.92 eV
Spin multiplicity   3
Molar mass   98.12 g/mol
LUMO energy (spin up / spin down)   -3.672 / -8.388 eV
DFT total energy   -8835.9057 eV
F_max   8.66 eV/Å
Energy above the lowest of the compared OMol25 structures with the same formula, charge and spin   4.6478 eV
<S²>   2.0124
Total charge   +1
Orbital gap (spin up / spin down)   0.231 / 0.240 Ha